Molecular formula: C30H37F5I2NOPS4Tc
Method: DFT, ωB97M-V with the def2-TZVPD basis set

XYZ file:
```
82
Properties=species:S:1:pos:R:3
Tc -0.156 -0.738 0.299
C 4.204 0.904 -0.924
C 3.610 0.096 0.231
S 2.162 -0.903 -0.205
C 2.683 -2.634 -0.345
C 3.650 -2.895 -1.486
S 3.002 -2.307 -3.072
C 4.492 -1.636 -3.847
C 4.830 -0.194 -3.509
S 5.522 0.075 -1.847
H 4.648 1.800 -0.486
H 3.428 1.235 -1.615
H 3.292 0.745 1.045
H 4.340 -0.601 0.646
H 1.742 -3.170 -0.485
H 3.110 -2.937 0.612
H 3.815 -3.974 -1.519
H 4.605 -2.411 -1.290
H 4.296 -1.713 -4.918
H 5.332 -2.300 -3.640
H 3.958 0.447 -3.633
H 5.594 0.161 -4.201
I -0.860 -3.881 -3.645
C -2.150 -3.345 -2.127
C -3.460 -3.891 -2.058
C -4.336 -3.559 -1.058
I -6.217 -4.427 -1.036
C -3.943 -2.626 -0.045
C -4.734 -2.185 1.032
C -4.228 -1.279 1.934
C -2.930 -0.794 1.765
N -2.155 -1.191 0.770
C -2.646 -2.097 -0.128
C -1.760 -2.458 -1.162
O -0.526 -1.885 -1.125
H -3.759 -4.591 -2.826
H -5.741 -2.564 1.140
H -4.821 -0.933 2.767
H -2.516 -0.067 2.450
F -2.029 -0.536 7.099
C -0.963 -0.489 6.341
C -1.044 -0.959 5.025
F -2.193 -1.459 4.583
C 0.066 -0.896 4.227
F -0.023 -1.395 2.964
C 1.307 -0.399 4.677
S 2.684 -0.389 3.699
C 1.342 0.062 6.014
F 2.460 0.545 6.500
C 0.229 0.023 6.837
F 0.286 0.463 8.075
C 0.016 3.425 -2.348
C 0.409 2.081 -1.725
C 0.764 1.090 -2.838
P -0.787 1.432 -0.486
C -0.649 2.389 1.087
C -0.951 3.889 1.049
C 0.720 2.161 1.728
C -2.511 1.424 -1.126
C -2.562 0.681 -2.468
C -3.243 2.768 -1.234
H 0.874 3.813 -2.898
H -0.280 4.181 -1.626
H -0.793 3.299 -3.067
H 1.303 2.234 -1.106
H -0.053 0.980 -3.547
H 1.054 0.103 -2.483
H 1.611 1.498 -3.393
H -1.399 1.914 1.736
H -0.225 4.424 0.441
H -0.863 4.279 2.064
H -1.947 4.124 0.693
H 1.488 2.754 1.230
H 1.038 1.113 1.711
H 0.689 2.469 2.773
H -3.047 0.821 -0.386
H -2.274 1.345 -3.282
H -3.589 0.368 -2.655
H -1.923 -0.201 -2.515
H -2.656 3.542 -1.722
H -3.572 3.138 -0.267
H -4.137 2.610 -1.838
```

The multiplicity is 4. Its expectation value of S² is 3.796. Its charge is +2. The relative energy (zero: lowest compared OMol25 entry of this formula, charge and spin) comes out at 1.5332 eV. As for the LUMO energy (alpha / beta): -0.246 / -0.281 Ha. The value obtained for the electronic energy is -119849.6971 eV. The orbital gap (alpha / beta) comes out at 0.238 / 0.203 Eh. The calculation puts the HOMO energy (alpha / beta) at -13.17 / -13.17 eV.

***

Molecular formula: C30H38BrCl2HgN3O3S2
Method: DFT, ωB97M-V with the def2-TZVPD basis set

XYZ file:
```
80
Properties=species:S:1:pos:R:3
Hg 0.345 0.255 0.605
C -1.575 3.351 0.227
O -0.774 2.557 -0.633
C -1.419 2.322 -1.872
C -0.575 1.381 -2.698
O -0.516 0.069 -2.149
C -1.676 -0.713 -2.436
C -2.246 -1.318 -1.178
O -2.517 -0.273 -0.266
C -3.309 -0.703 0.825
H -1.820 4.306 -0.248
H -2.499 2.827 0.491
H -1.003 3.540 1.133
H -2.411 1.892 -1.693
H -1.541 3.267 -2.417
H -0.968 1.344 -3.719
H 0.448 1.752 -2.745
H -2.437 -0.090 -2.911
H -1.406 -1.513 -3.132
H -3.166 -1.856 -1.441
H -1.548 -2.036 -0.732
H -4.294 -1.036 0.481
H -2.822 -1.524 1.363
H -3.423 0.145 1.497
S -0.700 1.043 2.667
C -1.069 -0.502 3.384
N -1.938 -0.482 4.426
C -2.374 -1.730 5.031
C -1.193 -2.657 5.122
N -0.640 -2.833 3.790
C -0.357 -4.220 3.414
C -1.633 -4.986 3.156
C -2.453 -4.625 2.090
C -3.642 -5.298 1.861
C -4.022 -6.343 2.695
C -3.207 -6.711 3.754
C -2.017 -6.032 3.983
C -0.529 -1.764 2.961
S 0.270 -2.058 1.435
C -2.425 0.726 5.090
C -1.756 0.923 6.431
C -2.513 1.036 7.588
C -1.894 1.213 8.820
C -0.512 1.271 8.897
C 0.252 1.157 7.741
C -0.367 0.984 6.514
H -3.168 -2.187 4.431
H -2.764 -1.512 6.024
H -1.506 -3.630 5.497
H -0.435 -2.244 5.795
H 0.199 -4.679 4.233
H 0.283 -4.224 2.535
H -2.148 -3.819 1.431
H -4.271 -5.016 1.026
H -4.948 -6.871 2.514
H -3.496 -7.527 4.403
H -1.380 -6.324 4.811
H -3.504 0.618 5.225
H -2.258 1.580 4.440
H -3.595 0.988 7.530
H -2.493 1.301 9.717
H -0.028 1.408 9.855
H 1.331 1.209 7.798
H 0.229 0.906 5.611
Cl 3.965 -0.139 1.760
C 3.889 -1.903 1.592
Cl 3.690 -2.413 -0.091
H 3.023 -2.248 2.144
H 4.817 -2.318 1.964
Br 4.366 -0.367 -3.617
C 3.629 0.762 -2.310
C 4.194 1.992 -2.018
C 3.596 2.778 -1.045
C 2.472 2.305 -0.397
N 1.944 1.111 -0.682
C 2.502 0.349 -1.624
H 5.078 2.328 -2.542
H 3.998 3.748 -0.791
H 1.969 2.885 0.364
H 2.029 -0.596 -1.844
```

The multiplicity is 2. Its expectation value of S² is 0.755. Its charge is +1. The relative energy (zero: lowest compared OMol25 entry of this formula, charge and spin) comes out at 0.0000 eV. As for the LUMO energy (alpha / beta): -0.086 / -0.114 Ha. The value obtained for the electronic energy is -163266.5308 eV. The orbital gap (alpha / beta) comes out at 0.252 / 0.288 Eh. The calculation puts the HOMO energy (alpha / beta) at -9.20 / -10.94 eV.

***

Look up the charge of the second one.
+1